Formula: C20H48O19P4
Source: the OMol25 dataset
Level of theory: wB97M-V/def2-TZVPD

Geometry as XYZ:
```
91
Properties=species:S:1:pos:R:3:mulliken_charge:R:1
C 4.67261 -4.33239 2.93309 -0.660
C 4.77979 -2.99605 2.93097 -0.410
C 4.25445 -2.07884 4.02403 -0.251
C 3.72624 -0.82842 3.33782 0.483
O 4.46483 0.00722 2.89029 -0.570
O 2.37135 -0.67056 3.24303 -0.360
C 1.62227 -1.78816 2.79648 -0.076
O 0.97136 -1.40130 1.59754 -0.381
C 0.58325 -2.15071 3.87084 -0.225
C 0.69043 -3.56993 4.38179 -0.362
C 0.87534 -4.61786 3.60316 -0.797
H 4.89301 -4.90712 3.82711 0.273
H 4.36515 -4.84128 2.02646 0.263
H 5.24858 -2.49980 2.08281 0.401
H 5.05091 -1.79307 4.71497 0.381
H 3.43981 -2.56592 4.55765 0.217
H 2.23525 -2.65704 2.55500 0.539
H 1.01252 -2.15383 1.00177 0.255
H 0.61972 -1.44361 4.69840 0.073
H -0.40804 -2.03273 3.42454 0.354
H 0.63970 -3.70177 5.45697 0.380
H 1.04182 -5.60006 4.01944 0.300
H 0.88914 -4.47259 2.52814 0.238
C 1.88441 3.22042 6.98891 -0.664
O 0.75059 2.79859 7.77132 -0.289
P -0.34408 1.82675 7.11529 0.785
O -1.62934 2.52220 7.04141 -0.687
O -0.29968 0.65801 8.21134 -0.299
C -0.00529 0.89055 9.58222 -0.630
O -0.15788 0.80034 5.91890 -0.011
C -0.17716 1.33339 4.57884 -0.601
H 2.48217 3.87978 7.61087 0.256
H 2.49412 2.36563 6.69097 0.310
H 1.55799 3.76667 6.10250 0.311
H -0.69757 1.61264 10.01645 0.316
H 1.02199 1.22859 9.71025 0.236
H -0.12273 -0.06251 10.09328 0.232
H 0.59910 2.08706 4.44412 0.295
H -1.15020 1.76037 4.33876 0.420
H 0.01753 0.50715 3.90394 -0.029
C -0.69605 0.16042 -2.00782 -0.376
O -0.93684 1.58551 -2.06948 -0.022
P -0.22240 2.52800 -0.94687 1.035
O -1.33872 3.12591 -0.19587 -0.728
O 0.45792 3.51456 -2.03021 -0.375
C -0.02702 3.70319 -3.35014 -0.454
O 1.09561 2.63158 -0.05620 -0.456
C 1.07029 1.94936 1.21883 -0.483
H -1.27190 -0.30471 -2.80354 0.325
H 0.35768 -0.06766 -2.15890 -0.163
H -1.02375 -0.24164 -1.04669 0.378
H -1.06512 4.03812 -3.34689 0.265
H 0.07072 2.79353 -3.94205 0.099
H 0.59141 4.47749 -3.80037 0.301
H 0.86509 0.88876 1.09162 -0.033
H 0.32110 2.40145 1.86910 0.386
H 2.04959 2.06600 1.67493 0.293
C -7.68908 1.37931 -4.37738 -0.702
O -6.45410 0.78856 -3.93288 -0.274
P -5.31766 0.41975 -5.00268 0.872
O -5.11265 -1.03162 -5.00608 -0.700
O -4.11170 1.24412 -4.35845 -0.200
C -3.98863 1.48886 -2.95807 -0.281
O -5.07116 1.04359 -6.44360 -0.268
C -5.90687 0.56590 -7.51635 -0.697
H -8.31280 1.52789 -3.50115 0.249
H -7.51163 2.34547 -4.85285 0.340
H -8.20515 0.71520 -5.07303 0.322
H -3.97856 0.55448 -2.39485 0.345
H -4.78856 2.13679 -2.60475 0.277
H -3.04528 1.99980 -2.80427 -0.103
H -6.96339 0.72530 -7.30020 0.299
H -5.72016 -0.49243 -7.69314 0.319
H -5.63877 1.13210 -8.40359 0.233
C 1.62646 0.52525 -6.44913 -0.692
O 2.02234 -0.85743 -6.53986 -0.276
P 2.47560 -1.63953 -5.21616 0.738
O 3.88094 -2.03105 -5.33874 -0.699
O 1.44663 -2.86076 -5.30400 -0.334
C 0.95697 -3.38167 -6.53406 -0.609
O 2.08461 -1.33659 -3.70500 0.011
C 2.80455 -0.28488 -3.03327 -0.642
H 1.37922 0.85952 -7.45199 0.316
H 0.74768 0.63930 -5.81164 0.294
H 2.44503 1.13490 -6.06244 0.312
H 1.77606 -3.70142 -7.17897 0.315
H 0.33412 -2.65107 -7.04729 0.241
H 0.34441 -4.24499 -6.28526 0.235
H 2.70107 0.66074 -3.56646 0.347
H 3.85735 -0.54343 -2.93175 0.353
H 2.37203 -0.17962 -2.04176 0.057
```

Values from the calculation:
SMILES: C=CCC(=O)O[C@H](O)CC=C.COP(=O)(OC)OC.COP(=O)(OC)OC.COP(=O)(OC)OC.COP(=O)(OC)OC
LUMO energy: 0.11 eV
Frontier orbital gap: 9.6 eV
Net charge: 0
DFT total energy: -3585.96019 a.u.


Formula: C20H49BrIN2O6P2
Source: the OMol25 dataset
Level of theory: wB97M-V/def2-TZVPD

Geometry as XYZ:
```
81
Properties=species:S:1:pos:R:3:mulliken_charge:R:1
C 4.71616 -3.63984 1.12890 -0.525
O 4.45937 -2.22912 1.55074 -0.393
C 3.16152 -1.90615 0.93497 -0.083
C 2.67144 -0.35134 1.13322 -0.607
C 1.51828 0.05031 -0.00644 -0.032
C 0.10704 -0.73787 0.29873 0.009
C -0.84207 -0.98282 -1.01444 -0.721
P -1.96970 -2.56582 -0.86221 0.031
C -2.68300 -2.48360 0.93826 -0.528
C -4.07422 -1.56376 0.97707 -0.270
C -4.23335 -0.83221 2.46866 -0.777
Br -5.74839 -2.66267 0.74160 -0.083
C -3.29387 -2.38635 -2.22132 -0.495
C -4.26328 -3.68262 -2.44707 -0.477
C -4.00740 -4.94618 -1.43963 -0.939
I -3.98732 -4.48617 -4.50998 0.070
P -0.59252 -4.26427 -1.15934 0.658
O -1.05198 -5.48481 -0.26205 -0.553
O -0.62950 -4.74636 -2.86886 -0.463
O 1.04181 -3.71836 -0.86326 -0.341
H 4.76249 -3.72010 -0.04723 0.228
H 5.73236 -4.06298 1.54111 0.272
H 3.82847 -4.33839 1.50596 0.229
H 3.26310 -2.08480 -0.22938 0.091
H 2.37273 -2.69729 1.32342 0.156
H 2.23532 -0.20179 2.23413 0.130
H 3.56337 0.42002 1.03284 0.301
H 1.99613 -0.20255 -1.04860 0.233
H 1.28592 1.20771 0.03560 0.014
H 0.37399 -1.73112 0.88370 0.194
H -0.48170 -0.06393 1.08601 -0.053
H -0.15387 -1.05184 -1.97226 0.379
H -1.51021 -0.01816 -1.15492 0.440
H -1.95458 -1.98087 1.70724 0.225
H -2.85984 -3.58975 1.32207 0.633
H -3.98638 -0.73919 0.13511 0.358
H -4.65452 -1.68159 3.18136 0.368
H -5.06339 -0.01057 2.34219 0.350
H -3.21542 -0.43596 2.89360 0.078
H -3.96832 -1.44508 -1.99658 0.342
H -2.72958 -2.15248 -3.23925 0.510
H -5.41512 -3.39420 -2.37545 0.482
H -4.98584 -5.62734 -1.50263 0.362
H -3.13555 -5.62797 -1.86195 0.373
H -3.87833 -4.67300 -0.30978 0.154
H -0.40574 -3.90256 -3.38349 0.363
H 1.23065 -2.99330 -1.55783 0.330
C 1.64659 4.89622 -4.07117 -1.394
C 1.76562 3.38476 -4.25322 0.215
C 1.55295 2.58755 -2.94564 -0.498
O 2.67270 2.60987 -2.05564 -0.379
C 2.75112 3.76955 -1.24089 -0.745
N 3.06721 3.07883 -4.86541 -0.721
H 2.52507 5.33349 -3.59204 0.271
H 1.53761 5.38847 -5.04428 0.353
H 0.76691 5.15035 -3.47087 0.337
H 0.97761 3.08166 -4.95373 0.432
H 1.41277 1.53276 -3.21463 0.234
H 0.63777 2.89798 -2.42793 0.420
H 1.76314 4.14069 -0.95381 0.297
H 3.31928 4.54776 -1.75212 0.294
H 3.29859 3.50700 -0.33103 0.296
H 3.10300 2.07980 -5.07278 0.274
H 3.77944 3.19932 -4.13923 0.336
C 0.71606 3.64218 4.91090 -1.455
C 0.35250 3.98993 3.46912 0.298
C -0.89494 3.23871 2.94940 -0.794
O -0.65497 1.87177 2.60252 -0.180
C -0.67336 0.97559 3.70312 -0.632
N 1.52237 3.75048 2.61089 -0.615
H 1.19428 2.66458 5.00088 0.269
H 1.42103 4.37873 5.31294 0.364
H -0.17192 3.64936 5.55138 0.360
H 0.12308 5.06246 3.44452 0.501
H -1.21670 3.72533 2.01975 0.293
H -1.73600 3.32137 3.64778 0.441
H -1.40070 1.27099 4.46469 0.400
H 0.32438 0.89549 4.13658 0.199
H -0.94926 -0.01433 3.32838 0.068
H 1.30578 4.07398 1.66707 0.200
H 1.61575 2.73631 2.50193 0.237
```

Values from the calculation:
LUMO energy: -3.93 eV
Frontier orbital gap: 7.4 eV
Net charge: +1
Energy relative to the best compared isomer or geometry (same formula, charge and spin): 173.5 kcal/mol
DFT total energy: -4906.34655 a.u.


Formula: C20H49Cl20N2P2
Source: the OMol25 dataset
Level of theory: wB97M-V/def2-TZVPD

Geometry as XYZ:
```
93
Properties=species:S:1:pos:R:3:mulliken_charge:R:1
N -0.05955 -5.49783 -1.85293 -0.705
P 0.47932 -4.16475 -2.58229 0.328
P 0.05246 -2.32543 -1.35476 0.960
N 1.47139 -1.41018 -2.02699 -0.549
H 0.69685 -6.15167 -1.67845 0.137
H -0.17016 -4.10220 -3.86118 -0.001
H 1.86668 -4.27404 -2.83515 -0.051
H -0.79516 -1.75168 -2.41783 -0.481
H -1.06782 -3.04494 -0.79257 -0.198
H 0.95470 -2.88057 -0.31852 -0.079
H -0.29373 -1.21949 -0.45800 -0.484
H 1.92402 -0.90711 -1.26819 0.207
H 1.09716 -0.74893 -2.70265 0.134
Cl -3.31852 -4.37419 -1.32521 -0.177
C -4.38947 -3.03919 -0.85757 -0.400
C -4.96306 -2.29700 -2.03776 -0.091
Cl -3.72490 -1.37650 -2.92307 -0.117
H -3.81821 -2.37242 -0.21192 0.235
H -5.20389 -3.47158 -0.27443 0.313
H -5.70436 -1.57762 -1.68983 -0.177
H -5.44295 -2.97392 -2.74177 0.338
Cl -0.71760 0.57118 1.01337 -0.186
C -1.13919 0.36437 2.73220 0.234
C -0.75279 -0.99786 3.24462 -0.395
Cl -1.75337 -2.28614 2.52221 -0.204
H -2.21129 0.51983 2.84820 -0.391
H -0.60982 1.13635 3.29342 0.401
H -0.91085 -1.03922 4.32578 0.032
H 0.29084 -1.22549 3.03606 0.487
Cl 2.74843 -3.83224 -5.31242 -0.159
C 3.94140 -2.65433 -5.91714 -0.577
C 4.33849 -1.64267 -4.87166 -0.344
Cl 3.01251 -0.52052 -4.48043 -0.162
H 3.52152 -2.16590 -6.79374 0.322
H 4.81681 -3.22543 -6.22549 0.337
H 5.16406 -1.03703 -5.24289 0.222
H 4.65149 -2.12582 -3.94816 0.321
Cl -6.22592 -1.09485 2.73590 -0.162
C -5.45149 -1.04879 4.34055 -0.437
C -5.23302 0.36399 4.82165 -0.455
Cl -3.98950 1.19641 3.85504 -0.179
H -4.51395 -1.59795 4.27627 0.253
H -6.11427 -1.57114 5.02903 0.355
H -4.88091 0.35296 5.85227 0.287
H -6.14935 0.94794 4.77588 0.347
Cl -2.11040 1.41541 -4.45279 -0.173
C -3.14371 2.70938 -3.81048 -0.229
C -4.20762 3.13426 -4.78848 -0.382
Cl -3.52866 3.98633 -6.20459 -0.216
H -2.50414 3.54278 -3.52852 0.366
H -3.61590 2.31733 -2.91129 0.054
H -4.89547 3.82610 -4.30438 0.300
H -4.77408 2.28023 -5.15091 0.280
Cl 6.70806 4.44760 -2.97234 -0.228
C 5.28266 3.53159 -3.54498 -0.501
C 5.42158 2.05232 -3.30769 -0.039
Cl 6.68116 1.32083 -4.33980 -0.215
H 5.14527 3.75427 -4.59987 0.323
H 4.42229 3.91073 -2.99677 0.327
H 4.48520 1.55144 -3.54997 0.005
H 5.67029 1.83445 -2.27223 0.303
Cl -1.38899 -2.27219 8.33439 -0.202
C 0.09380 -1.28623 8.47093 -0.310
C -0.10096 0.10397 7.92506 -0.520
Cl -0.30307 0.09510 6.15378 -0.163
H 0.88953 -1.80535 7.95251 0.147
H 0.34471 -1.23645 9.52873 0.346
H 0.77648 0.71118 8.14447 0.286
H -0.97167 0.58692 8.36248 0.332
Cl -9.03890 0.33953 -3.61556 -0.194
C -8.65526 0.37763 -1.87526 -0.370
C -7.66155 1.45858 -1.53541 -0.618
Cl -6.04352 1.10809 -2.19024 -0.100
H -8.28522 -0.60481 -1.59166 0.266
H -9.59040 0.56088 -1.34811 0.332
H -7.55705 1.53255 -0.45353 0.287
H -7.98044 2.42527 -1.91823 0.376
Cl 3.19310 -2.20626 9.05108 -0.194
C 3.48132 -3.95249 8.82187 -0.472
C 4.66120 -4.21675 7.92260 -0.407
Cl 4.33910 -3.73628 6.24036 -0.166
H 2.57045 -4.39251 8.42272 0.321
H 3.66577 -4.37547 9.80810 0.341
H 4.88068 -5.28339 7.91476 0.294
H 5.54572 -3.68328 8.26222 0.301
Cl 9.12914 10.05319 -5.15411 -0.195
C 9.07298 8.44795 -4.37676 -0.428
C 7.66320 7.99089 -4.10656 -0.106
Cl 6.87282 8.96319 -2.83884 -0.187
H 9.65532 8.49999 -3.46038 0.324
H 9.55824 7.74971 -5.05678 0.294
H 7.67485 6.96026 -3.75709 -0.004
H 7.04909 8.04508 -5.00192 0.323
```

Values from the calculation:
LUMO energy: 1.62 eV
Frontier orbital gap: 4.4 eV
Net charge: -1
DFT total energy: -10787.39884 a.u.


Formula: C20H49Cl2OPSi
Source: the OMol25 dataset
Level of theory: wB97M-V/def2-TZVPD

Geometry as XYZ:
```
74
Properties=species:S:1:pos:R:3:mulliken_charge:R:1
C -0.61561 -5.87588 0.51363 -0.992
Si -0.94126 -6.05132 -1.33834 0.492
C 0.08520 -4.74266 -2.20354 -0.525
C -0.35509 -7.76389 -1.84911 -1.104
O -2.59118 -5.86285 -1.52338 -0.419
C -3.11938 -5.39001 -2.75468 -0.346
C -4.01053 -4.18074 -2.53969 -1.274
P -3.19124 -2.68956 -1.66970 0.572
Cl -2.38242 -1.05627 -0.44839 -0.421
C -2.46431 -2.09401 -3.25383 -0.398
C -1.61505 -0.83973 -3.32348 -1.460
C -0.20338 -0.99347 -2.80936 0.040
Cl 0.85993 -1.71210 -4.03283 -0.190
H -0.32663 -4.84458 0.68827 0.219
H 0.23965 -6.48519 0.78084 0.352
H -1.48325 -6.09725 1.11952 0.320
H -0.06192 -4.80236 -3.27574 0.336
H -0.25627 -3.75986 -1.89623 -0.324
H 1.13302 -4.88866 -1.98620 0.500
H 0.62534 -7.90974 -1.41557 0.340
H -1.02356 -8.51818 -1.45418 0.298
H -0.25163 -7.83789 -2.92646 0.319
H -2.36418 -5.16792 -3.51132 0.265
H -3.73560 -6.18003 -3.17620 0.396
H -4.85390 -4.50211 -1.93853 0.487
H -4.41932 -3.89632 -3.50565 0.439
H -4.46951 -2.24343 -1.31539 0.022
H -2.59104 -3.55947 -0.75565 -0.008
H -3.29933 -1.98045 -3.93072 0.510
H -1.88225 -2.91376 -3.66142 0.249
H -1.50616 -0.61443 -4.38073 0.540
H -2.08257 0.03401 -2.89956 0.442
H -0.16857 -1.56349 -1.89573 0.061
H 0.17438 -0.01524 -2.55622 0.267
C 0.28167 0.94927 0.64206 -0.111
C 0.39180 0.06585 1.87966 -0.337
C -0.52544 0.50929 3.01643 -0.787
C -0.23809 1.90833 3.56688 -0.701
C 1.18274 2.11562 4.09017 -0.147
C 1.53020 1.21285 5.27059 -1.470
H 0.57532 1.98024 0.85214 -0.334
H 0.93447 0.57685 -0.15073 0.213
H -0.74114 0.95450 0.26262 0.170
H 1.43108 0.03415 2.21955 0.369
H 0.12940 -0.95924 1.60462 0.130
H -0.46447 -0.22035 3.82887 0.335
H -1.56193 0.48076 2.66636 0.344
H -0.94730 2.11301 4.37508 0.439
H -0.44272 2.65417 2.79292 0.253
H 1.28711 3.15866 4.40311 0.371
H 1.90998 1.96574 3.28688 0.258
H 0.84356 1.38088 6.10272 0.319
H 2.54218 1.41298 5.62576 0.410
H 1.48130 0.15751 4.99922 0.314
C 3.38230 6.10484 2.58004 -1.135
C 1.99697 6.29040 1.96701 -0.682
C 1.50794 5.06559 1.19691 0.274
C 2.36286 4.67596 -0.01086 -0.629
C 2.52959 5.77172 -1.06220 -0.530
C 1.21318 6.20127 -1.70395 -1.185
H 4.14232 5.93210 1.81681 0.293
H 3.67859 6.99168 3.14200 0.400
H 3.39157 5.25478 3.26564 0.212
H 1.99688 7.17066 1.31859 0.314
H 1.28321 6.50205 2.76755 0.385
H 0.47789 5.23865 0.87177 0.463
H 1.46570 4.20972 1.87933 -0.488
H 1.91324 3.79611 -0.48243 0.268
H 3.35231 4.35973 0.33116 0.395
H 3.19910 5.40221 -1.84324 0.382
H 3.02489 6.64277 -0.62484 0.255
H 0.72216 5.35359 -2.18636 0.285
H 1.38432 6.96580 -2.46305 0.385
H 0.52294 6.61810 -0.96925 0.292
```

Values from the calculation:
SMILES: C[Si](C)(C)OCC[PH2](Cl)CCCCl.CCCCCC.CCCCCC
LUMO energy: 0.64 eV
Frontier orbital gap: 9.9 eV
Net charge: 0
DFT total energy: -2417.94872 a.u.


Which of these has the lowest LUMO energy?
C20H49BrIN2O6P2


Look up the LUMO energy of the third one.
1.62 eV


Which of these has the lowest DFT total energy?
C20H49Cl20N2P2


Which value of frontier orbital gap does entry 4 give?
9.9 eV